Here is a molecular structure, C27H45MoNO3P3SbSe4 at a distorted geometry from OMol25. Energies are from the ωB97M-V functional and the def2-TZVPD basis.

Summary:
- frontier orbital gap (spin up / spin down) (eV) = 6.3 / 5.7
- total charge = 0
- 2S+1 = 3
- highest occupied orbital energy (spin up / spin down) (eV) = -7.08 / -7.35
- strongest force on any atom (hartree/bohr) = 0.0585
- relative energy (zero: lowest compared OMol25 entry of this formula, charge and spin) (kJ/mol) = 0.0

Structure (XYZ):
```
85
Properties=species:S:1:pos:R:3:forces:R:3:lowdin_spin:R:1
Mo 0.677839 -0.830705 -0.521395 0.308 1.150 -0.046 0.83
C -4.010983 -2.358577 -1.668899 0.277 1.802 -1.303 0.00
C -2.545248 -2.048738 -2.037197 -0.014 0.974 0.795 0.00
C -2.478301 -0.773874 -2.882766 0.916 -0.027 0.953 0.00
P -1.412824 -2.082678 -0.525011 -0.729 -0.239 -0.463 0.01
C -1.298847 -3.922618 -0.227147 -0.507 0.083 -0.365 0.01
C -2.533521 -4.755900 -0.648012 0.489 -0.176 -0.931 0.00
C -0.749400 -4.409371 1.105842 -0.114 1.252 0.857 0.00
C -2.388053 -1.167599 0.669846 0.456 1.137 0.140 0.00
C -3.421296 -1.642020 1.452458 0.204 -1.634 0.311 0.00
C -3.932754 -0.877975 2.487795 -1.309 -1.181 1.104 0.00
C -3.494763 0.406847 2.692165 0.708 0.170 -0.803 0.00
C -2.531104 0.949525 1.825696 -0.108 -0.042 1.396 0.00
C -1.922018 0.189795 0.825438 -0.516 -0.565 -0.037 0.00
N -0.859406 0.660064 0.037353 0.153 0.278 -0.515 0.03
C -0.826597 2.071537 -0.241050 0.003 -0.599 0.064 0.00
C -1.952268 2.935362 -0.171207 -1.023 0.042 0.028 0.00
C -1.860623 4.270318 -0.547793 0.917 -0.217 -0.144 0.00
C -0.648270 4.830296 -0.968532 -0.918 -0.069 0.437 0.00
C 0.437275 4.014890 -0.960941 0.355 -0.708 0.034 0.00
C 0.387315 2.655540 -0.660223 -1.244 0.011 0.488 0.00
P 1.705089 1.526759 -1.011000 0.539 -0.358 -0.708 0.02
C 1.933950 1.830710 -2.869141 -0.415 -0.437 -1.039 0.00
C 2.513132 3.198413 -3.349302 -1.263 -0.428 -0.433 0.00
C 0.600338 1.582687 -3.690494 1.188 -0.967 1.166 0.00
C 3.254728 2.064089 -0.089507 -0.429 -0.481 1.873 0.01
C 4.489675 2.430592 -0.846524 -0.456 0.441 -1.990 0.00
C 3.007250 3.149511 0.963984 -2.100 1.489 -1.552 0.00
H -4.456193 -2.780075 -2.574803 -0.339 0.014 0.253 0.00
H -4.546904 -1.425176 -1.377906 0.393 -0.559 -0.370 0.00
H -4.099851 -3.013042 -0.863868 -0.335 -1.095 1.070 0.00
H -2.112825 -2.819964 -2.629013 0.193 -0.922 -0.647 0.00
H -2.923071 0.073016 -2.390896 -0.085 0.437 0.572 0.00
H -3.035888 -0.880290 -3.777061 -0.520 -0.412 -1.065 0.00
H -1.446767 -0.524837 -3.136163 -0.192 -0.051 -0.071 0.00
H -0.497944 -4.146523 -0.932567 -0.010 0.055 -0.392 0.00
H -3.327934 -4.750187 0.078601 -0.464 0.453 0.248 0.00
H -2.236905 -5.794193 -0.652571 0.361 -0.471 -0.107 0.00
H -2.920728 -4.551121 -1.682552 0.408 -0.125 1.201 0.00
H -1.506051 -4.358422 1.906013 0.007 -0.298 -0.330 0.00
H 0.072286 -3.775042 1.506914 -0.255 -0.585 -0.592 0.00
H -0.425021 -5.429554 0.953245 0.169 -0.249 0.303 0.00
H -3.724551 -2.729343 1.381051 0.296 1.411 -0.030 0.00
H -4.622458 -1.385740 3.210566 0.511 0.742 -0.792 0.00
H -3.830004 0.982557 3.541723 -0.092 0.085 0.009 0.00
H -2.142814 1.914890 2.144213 0.039 -0.109 -0.553 0.00
H -2.965018 2.596454 0.157965 1.201 0.087 -0.413 0.00
H -2.688585 4.941640 -0.507553 -0.788 -0.012 0.093 0.00
H -0.575685 5.867225 -1.266893 -0.007 0.005 0.094 0.00
H 1.381192 4.406971 -1.201589 1.088 0.544 -0.419 0.00
H 2.630378 1.009129 -3.202189 -0.404 0.853 0.373 0.00
H 1.816568 4.058479 -3.280047 0.051 -0.718 0.116 0.00
H 2.773559 3.135558 -4.420677 0.079 -0.196 0.471 0.00
H 3.355083 3.437044 -2.770309 1.240 0.460 0.297 0.00
H 0.886291 1.369699 -4.714941 0.082 -0.487 -0.116 0.00
H 0.013784 2.459098 -3.765207 -0.726 1.090 0.392 0.00
H 0.003036 0.763198 -3.249589 0.347 0.426 -0.495 0.00
H 3.452773 1.165814 0.520022 -0.003 0.093 -0.474 0.00
H 4.361383 3.468790 -1.181753 0.015 -0.278 -0.414 0.00
H 4.680415 1.765408 -1.714755 0.078 0.444 0.477 0.00
H 5.363722 2.539124 -0.256859 0.825 -0.590 0.974 0.00
H 3.020232 4.171649 0.478155 0.137 -0.944 0.607 0.00
H 3.680822 3.130618 1.761106 1.631 -0.102 0.981 0.00
H 2.034694 3.097720 1.465372 -0.124 -0.247 -0.286 0.00
C -0.657451 -2.041392 3.952127 0.019 0.047 1.005 0.00
O 0.507979 -2.061209 3.128152 -0.129 0.296 -0.497 0.00
P 0.914113 -0.908896 2.041224 0.105 0.867 0.323 0.02
O 2.468866 -0.838311 2.361508 0.585 -0.073 -0.215 0.00
C 3.153851 -1.181110 3.540821 -0.148 -1.840 1.278 0.00
O 0.427894 0.459435 2.755475 -0.656 0.021 -0.306 0.00
C 0.965185 1.057833 3.931571 -0.663 0.635 0.385 0.00
H -1.317710 -2.886924 3.708226 0.361 0.249 0.119 0.00
H -1.229537 -1.116888 3.879746 0.020 0.086 -0.412 0.00
H -0.315066 -2.082337 5.018665 -0.271 -0.315 -0.857 0.00
H 2.516995 -1.190586 4.468103 0.410 0.243 -0.966 0.00
H 3.978269 -0.494553 3.672729 0.170 0.148 -0.037 0.00
H 3.538588 -2.235456 3.449689 -0.186 1.046 -0.011 0.00
H 0.485766 2.067927 4.064869 0.446 -1.015 -0.357 0.00
H 2.039756 1.183482 3.842300 0.112 0.050 -0.012 0.00
H 0.731194 0.475281 4.836266 0.093 -0.001 -0.297 0.00
Se 4.442470 -0.683761 -4.736910 -0.206 -0.306 0.815 0.22
Sb 3.467859 -1.877149 -2.830060 -0.551 -0.185 -0.174 0.00
Se 3.212472 -1.327608 -0.274795 0.088 -0.436 -1.173 0.06
Se 0.928418 -2.085059 -2.790501 0.108 0.604 0.815 -0.02
Se 4.158754 -4.120176 -3.718829 0.124 0.430 0.294 0.79
```
Forces are in eV/Å.


Here is a gas-phase ion, C10H16N3 (charge +1) at a distorted geometry from OMol25. Energies are from the ωB97M-V functional and the def2-TZVPD basis.

Summary:
- frontier orbital gap (eV) = 11.3
- SMILES string = CCn1cc[nH+]c1[C@](C)(C#N)CC
- total charge = +1
- highest occupied orbital energy (eV) = -14.14
- strongest force on any atom (hartree/bohr) = 0.0848
- relative energy (zero: lowest compared OMol25 entry of this formula, charge and spin) (kJ/mol) = 157.7

Structure (XYZ):
```
29
Properties=species:S:1:pos:R:3:forces:R:3:nbo_charge:R:1
C 2.723771 -0.789329 0.885215 -1.209 3.129 -0.113 -0.63
C 1.564556 -1.663897 0.453808 0.919 -0.049 -0.905 -0.23
N 0.343170 -1.053950 0.969504 -0.691 0.661 -2.393 -0.29
C 0.129710 -0.984287 2.275960 -1.619 -1.157 1.506 -0.06
C -1.095151 -0.434961 2.433355 -1.529 2.307 3.367 -0.03
N -1.537591 0.033659 1.220554 1.735 -1.550 1.069 -0.48
C -0.638905 -0.388106 0.340297 -0.395 0.096 -3.483 0.49
C -0.782849 -0.019089 -1.192192 -0.059 -1.018 0.626 -0.17
C -2.245451 0.373014 -1.562882 0.161 1.013 -0.274 -0.59
C -0.477462 -1.210744 -2.039891 -0.350 2.087 1.551 0.24
N -0.421765 -2.095710 -2.745464 0.360 -1.519 -1.107 -0.24
C 0.140430 1.163769 -1.432504 1.267 -1.016 -1.068 -0.40
C -0.016851 2.276189 -0.425140 2.388 -0.978 0.121 -0.63
H 2.578549 0.282088 0.481986 -0.248 -1.427 0.220 0.21
H 3.575220 -1.070694 0.324051 1.391 -0.691 0.425 0.25
H 2.753892 -0.534672 1.958704 0.734 -1.017 -0.315 0.23
H 1.711360 -2.750514 0.840831 -0.719 1.837 -1.054 0.25
H 1.558063 -1.490932 -0.654131 -0.271 -1.259 0.915 0.25
H 0.726564 -1.638464 2.860608 0.278 0.159 1.046 0.26
H -1.674077 -0.077572 3.348331 1.125 -1.055 -1.298 0.26
H -2.331607 0.630734 1.118291 -0.316 0.083 -0.458 0.46
H -2.524137 1.178355 -0.822988 -0.033 -0.342 -1.406 0.20
H -2.871708 -0.471725 -1.324598 -0.464 -0.267 -0.323 0.23
H -2.359290 0.687912 -2.716506 0.363 -0.634 2.937 0.28
H 1.188644 0.774026 -1.632858 -0.829 0.614 1.104 0.23
H -0.067174 1.490371 -2.434975 -0.483 0.563 -0.480 0.24
H 0.296555 2.009635 0.583734 -0.089 -0.214 0.092 0.20
H -0.928750 2.761178 -0.387046 -2.123 0.642 -0.097 0.22
H 0.682284 3.013720 -0.724055 0.709 1.004 -0.204 0.25
```
Forces are in eV/Å.


| no. | calculated total energy (hartree) |
| --- | --- |
| 1 | -12274.5981 |
| 2 | -554.6219 |